Entry 1
18
Properties=species:S:1:pos:R:3 method="wB97M-V/def2-TZVPD" total_charge=0 homo_energy_ev=-8.78 smiles=COB1CCCC1 lumo_ev=0.7 orbital_gap_ev=9.47
C -2.90 -0.19 -0.02
O -1.84 0.74 -0.05
B -0.63 0.31 0.04
C 0.07 -1.09 0.08
C 1.58 -0.87 -0.30
C 1.98 0.55 0.23
C 0.88 1.50 -0.10
H -2.71 -1.04 -0.69
H -3.77 0.34 -0.38
H -3.12 -0.33 1.06
H 0.02 -1.36 1.28
H -0.61 -1.89 -0.33
H 2.30 -1.58 0.00
H 1.77 -0.71 -1.39
H 3.03 0.74 -0.18
H 2.11 0.65 1.28
H 0.81 1.95 -1.15
H 1.01 2.28 0.64

---

Entry 2
18
Properties=species:S:1:pos:R:3 method="wB97M-V/def2-TZVPD" total_charge=0 homo_energy_ev=-8.93 smiles="C/C=C(/BO)CC" lumo_ev=0.6 orbital_gap_ev=9.57
C 1.35 -0.10 -2.14
C 0.98 0.74 -1.05
C 0.25 0.35 0.07
B 0.00 1.45 1.15
O -0.22 1.20 2.46
C -0.35 -0.98 0.21
C -1.80 -1.09 0.85
H 1.07 0.27 -3.18
H 1.04 -1.17 -2.23
H 2.47 -0.16 -2.15
H 1.31 1.68 -1.08
H 0.51 2.51 0.94
H -0.21 1.93 3.12
H 0.31 -1.60 0.79
H -0.33 -1.59 -0.71
H -2.61 -0.92 0.19
H -1.78 -0.37 1.60
H -1.97 -2.13 1.15

---

What should be chosen as the most stable of them? Choose entry 2.

---

Entry 1
10
Properties=species:S:1:pos:R:3 method="wB97M-V/def2-TZVPD" total_charge=0 homo_energy_ev=-9.53 smiles="O=C1SN=C/C1=N/S" lumo_ev=-1.4 orbital_gap_ev=8.12
O 0.16 2.08 -0.09
C 0.58 0.95 0.10
S 2.21 0.50 0.60
N 1.90 -1.19 0.62
C 0.69 -1.46 0.30
C -0.19 -0.33 -0.04
N -1.42 -0.52 -0.37
S -2.51 0.68 -0.78
H 0.35 -2.48 0.28
H -1.77 1.78 -0.62

---

Entry 2
10
Properties=species:S:1:pos:R:3 method="wB97M-V/def2-TZVPD" total_charge=0 homo_energy_ev="-8.44 / -8.27" lumo_ev="-1.6 / -1.6" orbital_gap_ev="6.87 / 6.66"
C 1.36 -0.55 -0.08
C 1.24 0.81 -0.17
C 0.23 -1.30 0.20
N 0.11 1.46 0.14
N -0.86 0.58 0.28
O -0.46 -2.21 0.31
S -2.47 1.07 0.37
S -3.45 -0.41 -0.25
H 2.29 -0.98 -0.30
H 2.02 1.53 -0.51

---

What should be chosen as the most stable of them? Choose entry 1.

---

Entry 1
17
Properties=species:S:1:pos:R:3 method="wB97M-V/def2-TZVPD" total_charge=+1 homo_energy_ev=-13.32 lumo_ev=-3.1 orbital_gap_ev=10.22
Rb 0.65 1.20 2.55
C -1.05 2.91 -0.17
O -0.76 3.26 0.95
N -0.21 2.90 -1.16
N -2.18 2.32 -0.42
H 0.70 3.22 -0.87
H -0.26 2.15 -1.83
H -2.76 2.37 0.41
H -2.41 1.93 -1.32
C 1.03 -2.33 0.45
O 1.11 -1.28 1.06
N 1.48 -2.52 -0.76
N 0.61 -3.39 1.00
H 2.03 -1.75 -1.12
H 1.22 -3.36 -1.25
H 0.74 -4.32 0.63
H 0.06 -3.30 1.85

---

Entry 2
17
Properties=species:S:1:pos:R:3 method="wB97M-V/def2-TZVPD" total_charge=+1 homo_energy_ev=-13.63 lumo_ev=-3.0 orbital_gap_ev=10.61
Rb -7.60 -1.53 9.51
C -5.05 -3.97 9.96
O -5.91 -3.30 10.56
N -4.66 -5.12 10.49
N -4.55 -3.48 8.84
H -5.37 -5.60 11.06
H -4.12 -5.74 9.87
H -5.12 -2.83 8.21
H -4.00 -4.04 8.23
C -6.56 -0.97 5.59
O -6.95 -1.46 6.63
N -5.46 -1.44 4.91
N -7.11 0.16 4.94
H -5.59 -1.62 3.96
H -5.00 -2.11 5.48
H -6.57 0.64 4.24
H -7.97 0.49 5.18

---

What should be chosen as the most stable of them? Choose entry 2.

---

Entry 1
12
Properties=species:S:1:pos:R:3 method="wB97M-V/def2-TZVPD" total_charge=+1 homo_energy_ev=-15.61 smiles=C[C@@]1([NH3+])NO1 lumo_ev=-4.0 orbital_gap_ev=11.57
C -0.79 -1.27 -0.15
C 0.48 -0.19 -0.01
N -0.32 1.23 -0.11
N 1.61 -0.23 0.80
O 1.60 -0.28 -0.68
H -1.44 -0.79 -0.89
H -1.34 -1.46 0.87
H -0.63 -2.33 -0.55
H -1.07 1.22 -0.78
H 0.49 1.86 -0.44
H -0.61 1.61 0.80
H 2.02 0.63 1.16

---

Entry 2
12
Properties=species:S:1:pos:R:3 method="wB97M-V/def2-TZVPD" total_charge=+1 homo_energy_ev="-13.59 / -13.59" lumo_ev="-4.6 / -4.6" orbital_gap_ev="8.99 / 8.99"
C 1.08 2.01 -1.35
C -1.54 -1.23 1.97
N 1.11 0.76 -1.07
N -0.32 -1.03 0.00
O -0.85 -0.60 1.10
H 1.93 2.43 -1.80
H -1.72 -0.83 2.99
H -1.70 -2.35 1.71
H 0.23 2.74 -1.12
H 1.85 0.24 -1.47
H 0.27 -0.03 -0.70
H -0.32 -2.11 -0.25

---

Entry 3
12
Properties=species:S:1:pos:R:3 method="wB97M-V/def2-TZVPD" total_charge=+1 homo_energy_ev=-13.98 lumo_ev=-5.5 orbital_gap_ev=8.46
C 1.78 -0.80 1.48
N 0.56 -1.23 1.62
H 2.07 0.25 1.52
H 2.65 -1.37 1.20
H 0.31 -2.27 1.75
H -0.19 -0.48 1.75
C -0.62 0.64 -1.50
N -1.85 0.97 -0.96
O 0.32 0.48 -0.84
H -0.82 0.47 -2.57
H -2.62 1.28 -1.49
H -1.95 1.04 0.08

---

Entry 4
12
Properties=species:S:1:pos:R:3 method="wB97M-V/def2-TZVPD" total_charge=+1 homo_energy_ev=-13.46 smiles=[NH3+][C@@H]1CON1 lumo_ev=-4.0 orbital_gap_ev=9.46
N 1.07 -0.21 0.68
C -0.16 0.42 -0.05
C -1.65 0.29 0.79
O -1.89 -0.81 -0.16
N -0.75 -0.61 -0.87
H 0.98 -1.24 0.80
H 1.22 0.20 1.66
H 1.92 0.06 0.13
H -0.05 1.42 -0.52
H -1.80 -0.16 1.74
H -2.28 1.26 0.68
H -0.79 -0.36 -1.87

---

What should be chosen as the most stable of them? Choose entry 3.

---

Entry 1
12
Properties=species:S:1:pos:R:3 method="wB97M-V/def2-TZVPD" total_charge=+1 homo_energy_ev=-14.05 smiles=N[C@@H]1O[C@H]1[NH3+] lumo_ev=-4.1 orbital_gap_ev=9.99
N -2.30 0.34 0.26
C -0.66 0.01 -0.40
O -0.15 -1.22 -0.04
C 0.45 -0.12 0.52
N 1.84 0.07 0.01
H -2.76 0.86 -0.48
H -2.71 -0.58 0.33
H -0.58 0.35 -1.42
H 0.34 0.04 1.59
H 1.84 0.13 -1.02
H 2.40 -0.77 0.27
H 2.29 0.91 0.39

---

Entry 2
12
Properties=species:S:1:pos:R:3 method="wB97M-V/def2-TZVPD" total_charge=+1 homo_energy_ev=-14.31 smiles=N[C@@H]1O[C@H]1[NH3+] lumo_ev=-4.2 orbital_gap_ev=10.14
N 1.99 -1.03 -0.59
C 0.93 0.33 0.04
O 0.49 -0.12 1.26
C -0.38 -0.25 0.19
N -1.63 0.52 0.41
H 2.56 -0.59 -1.30
H 2.67 -1.21 0.14
H 1.12 1.34 -0.16
H -0.33 -1.36 -0.08
H -2.26 0.37 -0.34
H -1.39 1.51 0.29
H -2.12 0.13 1.27

---

What should be chosen as the most stable of them? Choose entry 1.

---

Entry 1
24
Properties=species:S:1:pos:R:3 method="wB97M-V/def2-TZVPD" total_charge=+3 homo_energy_ev=-20.73 lumo_ev=-14.3 orbital_gap_ev=6.38
Na -2.45 -0.16 -0.49
Na -1.14 -2.27 -1.37
Na -1.80 -1.45 1.85
Na -0.81 1.41 1.61
Na -0.18 0.43 -2.38
C -0.30 -0.18 -0.05
O -0.76 -0.43 1.06
O 0.31 -1.04 -0.69
O -0.60 0.96 -0.52
O 1.20 -2.71 -0.35
H 2.03 -2.45 -0.75
H 0.69 -1.90 -0.31
O 0.69 -1.21 2.39
H 0.01 -0.99 1.76
H 1.11 -0.38 2.60
O -2.14 1.87 -1.49
H -1.34 1.59 -1.05
H -2.70 2.21 -0.79
O 2.33 0.28 -0.24
H 2.25 0.16 0.70
H 1.81 -0.42 -0.62
O 0.44 2.55 -0.14
H -0.01 1.72 -0.33
H 1.35 2.40 -0.40

---

Entry 2
24
Properties=species:S:1:pos:R:3 method="wB97M-V/def2-TZVPD" total_charge=+3 homo_energy_ev=-11.66 lumo_ev=-8.9 orbital_gap_ev=2.73
Na 1.06 3.10 5.95
Na -7.01 0.00 1.84
Na 4.06 0.95 1.86
Na -3.81 4.00 3.41
Na -2.61 -4.52 2.28
C -0.82 0.42 1.34
O -0.02 -0.43 0.90
O -2.02 0.08 1.44
O -0.44 1.55 1.68
O -4.37 0.55 -2.62
H -4.05 0.24 -1.77
H -4.27 1.50 -2.57
O 1.03 5.88 -1.00
H 0.86 5.17 -0.39
H 0.37 5.77 -1.69
O 3.53 -4.41 -2.55
H 2.74 -3.87 -2.44
H 3.20 -5.31 -2.59
O 2.24 -4.69 2.52
H 1.89 -3.91 2.08
H 2.49 -5.27 1.80
O 2.36 1.00 -3.24
H 1.83 0.59 -2.56
H 1.77 1.61 -3.68

---

What should be chosen as the most stable of them? Choose entry 2.

---

Entry 1
13
Properties=species:S:1:pos:R:3 method="wB97M-V/def2-TZVPD" total_charge=+1 homo_energy_ev=-13.63 lumo_ev=-4.9 orbital_gap_ev=8.77
N 0.02 -0.32 -2.11
C -0.58 0.37 -0.98
C -0.53 -0.40 0.36
S 0.02 0.64 1.71
O 1.57 0.30 1.83
H 1.02 -0.18 -2.15
H -0.13 -1.32 -2.07
H -0.08 1.34 -0.88
H -1.62 0.58 -1.21
H 0.16 -1.24 0.33
H -1.52 -0.76 0.67
H -0.40 -0.11 2.75
H 2.09 1.12 1.74

---

Entry 2
13
Properties=species:S:1:pos:R:3 method="wB97M-V/def2-TZVPD" total_charge=+1 homo_energy_ev="-15.11 / -14.36" lumo_ev="-8.4 / -4.9" orbital_gap_ev="6.73 / 9.50"
C 0.91 -0.85 -0.64
C -1.81 -0.01 -0.69
N 1.32 1.27 2.19
O -0.94 -1.94 0.89
S -0.54 -0.63 0.37
H 1.06 -0.07 -1.25
H 0.75 -1.63 -1.39
H 1.83 -0.91 0.01
H -2.72 0.11 -0.27
H -2.06 -0.72 -1.37
H -1.55 0.96 -1.19
H 1.86 1.03 3.00
H 0.37 1.51 2.14

---

What should be chosen as the most stable of them? Choose entry 1.

---

Entry 1
19
Properties=species:S:1:pos:R:3 method="wB97M-V/def2-TZVPD" total_charge=+2 homo_energy_ev=-20.27 smiles="CC1(C)NC=[NH+]C1=[NH2+]" lumo_ev=-9.6 orbital_gap_ev=10.71
C -1.23 0.17 1.25
C -0.35 0.23 -0.12
C -1.24 0.19 -1.35
N 0.37 1.50 -0.09
C 1.65 1.24 0.05
N 1.91 -0.11 -0.08
C 0.74 -0.81 -0.13
N 0.55 -2.06 -0.06
H -1.80 1.17 1.29
H -0.67 0.02 2.09
H -2.01 -0.64 1.16
H -1.69 1.18 -1.42
H -2.03 -0.60 -1.14
H -0.65 -0.07 -2.27
H -0.11 2.41 0.33
H 2.50 1.87 0.31
H 2.96 -0.34 0.15
H -0.31 -2.70 0.04
H 1.41 -2.64 0.00

---

Entry 2
19
Properties=species:S:1:pos:R:3 method="wB97M-V/def2-TZVPD" total_charge=+2 homo_energy_ev="-19.54 / -19.44" lumo_ev="-10.5 / -11.5" orbital_gap_ev="9.04 / 7.92"
C 1.51 -1.50 -0.36
C -0.74 0.38 -0.02
C -1.58 1.72 0.07
C -2.49 -1.37 0.03
C 3.02 0.21 0.09
N 0.61 0.67 -0.08
N -1.29 -0.71 -0.16
N 1.72 -0.31 -0.17
H 1.58 -2.57 -0.56
H -1.06 2.17 0.95
H -1.35 2.11 -0.88
H -2.58 1.39 0.36
H -3.27 -0.76 0.53
H -2.95 -1.62 -0.94
H -2.51 -2.42 0.74
H 3.10 1.27 -0.19
H 3.57 0.05 1.10
H 3.77 -0.39 -0.57
H 0.95 1.67 0.06

---

What should be chosen as the most stable of them? Choose entry 1.